{
  "formula": "C2H4BrClIN",
  "method": "wB97M-V/def2-TZVPD",
  "species": ["C", "C", "N", "Cl", "Br", "I", "H", "H", "H", "H"],
  "positions_angstrom": [[-0.547, 0.470, -1.267], [1.335, -0.192, 0.096], [0.125, 0.194, -0.044], [-1.152, 0.362, 3.504], [2.538, -0.378, -1.409], [-1.979, -1.442, 2.395], [-1.210, 1.309, -0.995], [0.353, 0.554, -1.941], [-1.181, -0.473, -1.427], [1.718, -0.405, 1.088]],
  "gap_ev": 8.38,
  "smiles": "C/N=C\\Br.ClI"
}

=====

{
  "formula": "C5H8O3",
  "method": "wB97M-V/def2-TZVPD",
  "species": ["C", "C", "C", "C", "C", "O", "O", "O", "H", "H", "H", "H", "H", "H", "H", "H"],
  "positions_angstrom": [[-0.639, 0.417, -0.433], [1.329, -1.430, -0.249], [0.978, -0.019, 0.045], [-2.239, -0.189, 0.331], [1.737, 0.963, 0.480], [-0.927, -0.283, 0.898], [-0.718, 1.768, -0.440], [-3.012, 0.755, 0.332], [-1.665, 1.989, -0.309], [-0.642, -0.117, -1.384], [-2.622, -1.218, 0.370], [0.820, -2.104, 0.438], [2.408, -1.554, -0.152], [1.062, -1.704, -1.271], [2.798, 0.798, 0.607], [1.331, 1.927, 0.737]],
  "gap_ev": 9.61
}

=====

{
  "formula": "C6H14NO",
  "method": "wB97M-V/def2-TZVPD",
  "species": ["C", "C", "N", "C", "C", "C", "C", "O", "H", "H", "H", "H", "H", "H", "H", "H", "H", "H", "H", "H", "H", "H"],
  "positions_angstrom": [[2.356, -0.056, -0.303], [1.189, 0.347, 0.626], [1.070, -0.454, 1.749], [-2.425, -0.507, 0.635], [-1.328, 0.561, 0.729], [-0.193, 0.313, -0.256], [-0.085, 1.365, -1.450], [-1.239, 1.713, -2.071], [3.240, -0.143, 0.364], [2.759, 0.566, -1.095], [2.114, -1.059, -0.690], [1.367, 1.451, 0.779], [0.167, -3.216, 0.126], [0.759, -3.230, 0.574], [-3.180, -0.235, 1.384], [-2.875, -0.492, -0.360], [-2.037, -1.505, 0.887], [-1.743, 1.535, 0.415], [-0.843, 0.616, 1.690], [-0.181, -0.698, -0.724], [0.412, 2.223, -0.943], [0.699, 0.904, -2.068]],
  "gap_ev": [5.48, 4.76],
  "total_charge": -2,
  "spin_multiplicity": 2
}

=====

{
  "formula": "C12H6CuN2O5",
  "method": "wB97M-V/def2-TZVPD",
  "species": ["O", "C", "Cu", "O", "C", "C", "O", "C", "O", "C", "O", "N", "C", "N", "C", "C", "C", "C", "C", "C", "H", "H", "H", "H", "H", "H"],
  "positions_angstrom": [[-0.257, 2.305, -3.403], [-0.179, 1.679, -2.453], [1.400, 1.061, -0.744], [3.687, 3.333, -2.967], [2.966, 2.676, -2.382], [3.354, 0.910, 0.274], [4.396, 0.939, 0.731], [2.134, -0.249, -2.215], [2.320, -1.259, -2.718], [1.026, 2.829, -0.003], [0.757, 3.619, 0.793], [0.133, -1.591, 2.165], [1.027, -0.814, 1.502], [0.433, -0.207, 0.477], [-0.903, -0.596, 0.463], [-1.983, -0.300, -0.370], [-3.229, -0.885, -0.118], [-3.396, -1.764, 0.966], [-2.325, -2.084, 1.827], [-1.107, -1.475, 1.530], [0.353, -2.150, 2.979], [2.066, -0.714, 1.779], [-1.810, 0.379, -1.192], [-4.094, -0.671, -0.758], [-4.373, -2.212, 1.151], [-2.396, -2.760, 2.685]],
  "gap_ev": [8.89, 5.09],
  "total_charge": 2,
  "spin_multiplicity": 2
}

=====

{
  "formula": "C20H27N3O4S",
  "method": "wB97M-V/def2-TZVPD",
  "species": ["C", "H", "H", "C", "N", "S", "O", "O", "C", "C", "N", "C", "N", "C", "H", "C", "C", "C", "C", "C", "C", "C", "H", "O", "C", "H", "H", "H", "O", "C", "H", "H", "H", "H", "C", "H", "H", "H", "H", "H", "C", "C", "H", "H", "H", "C", "C", "H", "H", "H", "H", "H", "H", "H", "H"],
  "positions_angstrom": [[0.883, 0.281, -4.768], [0.754, 1.273, -4.344], [0.650, -0.454, -4.003], [2.307, 0.074, -5.286], [3.321, 0.082, -4.264], [3.738, -1.349, -3.542], [5.066, -1.205, -3.017], [3.470, -2.407, -4.476], [2.615, -1.523, -2.172], [2.844, -0.874, -0.975], [2.021, -0.934, 0.050], [0.898, -1.666, -0.050], [0.096, -1.691, 1.035], [-1.134, -2.456, 1.044], [-1.820, -2.060, 0.283], [-1.826, -2.390, 2.408], [-1.965, -0.957, 2.818], [-0.824, -0.177, 2.691], [-0.878, 1.161, 3.026], [-2.048, 1.750, 3.500], [-3.206, 0.957, 3.625], [-3.141, -0.387, 3.274], [-4.017, -1.010, 3.358], [-4.358, 1.550, 4.084], [-5.514, 0.764, 4.226], [-5.365, -0.051, 4.942], [-6.277, 1.441, 4.608], [-5.846, 0.353, 3.267], [-1.915, 3.076, 3.783], [-2.972, 3.830, 4.332], [-3.825, 3.886, 3.654], [-2.558, 4.828, 4.478], [-3.299, 3.429, 5.293], [-0.008, 1.792, 2.933], [0.410, -0.863, 2.188], [1.176, -0.151, 1.883], [0.828, -1.497, 2.984], [-1.220, -2.924, 3.145], [-2.796, -2.885, 2.344], [-0.916, -3.503, 0.799], [0.596, -2.381, -1.233], [1.469, -2.300, -2.292], [1.297, -2.835, -3.214], [-0.296, -2.979, -1.312], [3.743, -0.289, -0.834], [3.949, 1.300, -3.827], [3.076, 2.187, -2.937], [2.285, 2.661, -3.511], [3.690, 2.968, -2.495], [2.628, 1.602, -2.137], [4.273, 1.870, -4.707], [4.837, 0.983, -3.278], [2.375, -0.904, -5.767], [2.552, 0.845, -6.025], [0.180, 0.163, -5.590]],
  "gap_ev": 8.58,
  "smiles": "CCN(CC)S(=O)(=O)c1ccc(N2CCc3cc(OC)c(OC)cc3C2)nc1"
}

=====

{
  "formula": "C8H4Cl2N2S",
  "method": "wB97M-V/def2-TZVPD",
  "species": ["C", "C", "C", "C", "C", "C", "C", "C", "N", "N", "S", "Cl", "Cl", "H", "H", "H", "H"],
  "positions_angstrom": [[1.493, 0.725, -0.684], [1.669, -0.654, -0.886], [0.506, 1.264, 0.143], [0.960, -1.601, -0.209], [-0.373, 0.306, 0.677], [0.031, -1.044, 0.723], [-1.368, 0.448, 1.733], [-1.520, 0.213, -1.821], [-1.289, -0.441, 2.704], [-0.701, -0.489, -2.200], [-0.536, -1.808, 2.171], [-2.600, 1.599, 1.672], [-2.422, 1.568, -1.732], [2.382, 1.193, -1.005], [2.327, -0.843, -1.668], [0.424, 2.224, 0.612], [1.017, -2.661, -0.231]],
  "gap_ev": 8.43,
  "smiles": "Clc1nsc2ccccc12.N#CCl"
}

=====

{
  "formula": "C32H86N6O9",
  "method": "wB97M-V/def2-TZVPD",
  "species": ["C", "C", "C", "O", "H", "H", "H", "H", "H", "H", "H", "H", "C", "C", "C", "O", "H", "H", "H", "H", "H", "H", "H", "H", "C", "O", "C", "C", "N", "C", "C", "O", "C", "H", "H", "H", "H", "H", "H", "H", "H", "H", "H", "H", "H", "H", "H", "H", "C", "C", "C", "O", "C", "N", "H", "H", "H", "H", "H", "H", "H", "H", "H", "H", "H", "C", "C", "C", "O", "C", "N", "H", "H", "H", "H", "H", "H", "H", "H", "H", "H", "H", "C", "C", "C", "O", "C", "N", "H", "H", "H", "H", "H", "H", "H", "H", "H", "H", "H", "C", "C", "C", "O", "C", "N", "H", "H", "H", "H", "H", "H", "H", "H", "H", "H", "H", "C", "C", "C", "O", "C", "N", "H", "H", "H", "H", "H", "H", "H", "H", "H", "H", "H"],
  "positions_angstrom": [[0.129, -0.633, -2.176], [-0.787, 0.011, -3.230], [-2.157, 0.300, -2.644], [-0.256, 1.241, -3.669], [0.998, -0.991, -2.739], [-0.357, -1.469, -1.672], [0.499, 0.060, -1.424], [-0.877, -0.715, -4.050], [-2.041, 1.014, -1.834], [-2.590, -0.620, -2.245], [-2.829, 0.716, -3.396], [0.710, 1.203, -3.651], [1.961, 0.202, 3.457], [0.541, 0.508, 3.052], [0.314, 0.365, 1.548], [-0.331, -0.398, 3.731], [2.222, -0.854, 3.353], [2.144, 0.495, 4.492], [2.673, 0.744, 2.828], [0.297, 1.506, 3.449], [0.339, -0.711, 1.359], [1.026, 0.891, 0.916], [-0.689, 0.713, 1.280], [-1.240, -0.151, 3.501], [9.955, -4.777, -2.107], [8.844, -4.285, -1.409], [9.099, -4.131, -0.030], [7.977, -3.368, 0.625], [7.695, -2.154, -0.140], [6.354, -1.651, 0.072], [6.041, -0.571, -0.922], [4.773, 0.031, -0.752], [3.661, -0.814, -1.045], [10.756, -4.030, -2.179], [9.617, -5.081, -3.096], [10.398, -5.672, -1.644], [10.047, -3.591, 0.109], [9.212, -5.116, 0.445], [8.380, -3.070, 1.598], [7.081, -3.992, 0.732], [7.891, -2.366, -1.111], [6.281, -1.341, 1.118], [5.636, -2.489, -0.022], [6.164, -0.925, -1.957], [6.756, 0.248, -0.800], [3.729, -1.794, -0.556], [3.598, -1.080, -2.108], [2.826, -0.239, -0.661], [-3.688, 0.135, 5.544], [-3.622, 1.373, 4.671], [-3.920, 1.042, 3.215], [-2.815, 0.319, 2.710], [-3.075, -0.287, 1.465], [-4.566, 2.349, 5.157], [-2.881, -0.565, 5.337], [-4.691, -0.290, 5.495], [-3.534, 0.442, 6.585], [-2.565, 1.696, 4.703], [-4.091, 1.973, 2.655], [-4.831, 0.433, 3.155], [-2.210, -0.907, 1.235], [-3.208, 0.435, 0.651], [-3.994, -0.879, 1.513], [-4.354, 2.779, 6.044], [-4.721, 3.099, 4.495], [1.733, 3.102, -1.501], [3.094, 3.112, -2.157], [3.060, 2.732, -3.605], [2.818, 1.335, -3.754], [3.102, 0.884, -5.058], [3.611, 4.483, -2.114], [1.745, 3.661, -0.563], [1.353, 2.100, -1.342], [1.031, 3.625, -2.160], [3.788, 2.439, -1.637], [4.008, 3.009, -4.080], [2.230, 3.263, -4.097], [2.920, -0.190, -5.081], [4.141, 1.089, -5.332], [2.417, 1.339, -5.787], [4.614, 4.530, -2.225], [3.359, 4.963, -1.264], [1.674, -4.322, -3.024], [0.445, -4.944, -3.685], [0.738, -6.201, -4.462], [-0.268, -6.498, -5.405], [-0.110, -5.770, -6.607], [-0.538, -5.238, -2.617], [1.829, -4.811, -2.063], [1.530, -3.250, -2.900], [2.571, -4.437, -3.639], [-0.001, -4.146, -4.296], [0.682, -7.026, -3.743], [1.733, -6.209, -4.918], [0.758, -6.163, -7.145], [0.009, -4.701, -6.402], [-1.015, -5.881, -7.198], [-1.338, -5.711, -3.034], [-0.930, -4.375, -2.254], [-2.168, 4.832, 0.948], [-2.712, 4.880, 2.363], [-1.767, 4.321, 3.381], [-2.291, 4.588, 4.665], [-1.337, 4.383, 5.684], [-3.139, 6.276, 2.683], [-2.936, 5.192, 0.268], [-1.928, 3.804, 0.688], [-1.288, 5.475, 0.890], [-3.661, 4.328, 2.373], [-0.759, 4.730, 3.217], [-1.707, 3.224, 3.302], [-0.508, 5.091, 5.638], [-1.014, 3.332, 5.725], [-1.852, 4.521, 6.641], [-2.863, 6.479, 3.644], [-2.548, 6.936, 2.175], [-8.440, -1.234, 1.082], [-8.201, -0.132, 2.111], [-7.674, 1.114, 1.461], [-6.474, 0.785, 0.760], [-5.911, 1.881, 0.097], [-9.419, 0.224, 2.852], [-9.377, -1.106, 0.538], [-8.475, -2.206, 1.583], [-7.618, -1.296, 0.366], [-7.507, -0.505, 2.867], [-7.408, 1.873, 2.209], [-8.413, 1.548, 0.769], [-5.897, 2.803, 0.687], [-6.392, 2.010, -0.881], [-4.874, 1.619, -0.126], [-10.070, 0.730, 2.263], [-9.873, -0.608, 3.202]],
  "gap_ev": 9.32,
  "smiles": "COC[C@H](C)N.COC[C@H](C)N.COC[C@H](C)N.COC[C@H](C)N.COC[C@H](C)N.COCCNCCOC.CC(C)O.CC(C)O"
}

=====

{
  "formula": "C26H25IrN3",
  "method": "wB97M-V/def2-TZVPD",
  "species": ["Ir", "C", "C", "C", "C", "C", "C", "C", "C", "C", "C", "H", "H", "H", "H", "H", "H", "H", "H", "H", "H", "H", "H", "H", "H", "H", "N", "C", "C", "C", "C", "C", "C", "C", "C", "C", "C", "C", "C", "N", "C", "C", "C", "C", "N", "H", "H", "H", "H", "H", "H", "H", "H", "H", "H"],
  "positions_angstrom": [[0.017, -0.096, 0.180], [1.074, -0.373, 2.108], [-0.334, -0.036, 2.288], [-0.525, 1.249, 1.771], [0.758, 1.739, 1.316], [1.725, 0.745, 1.564], [3.212, 0.880, 1.471], [0.969, 3.120, 0.812], [-1.775, 2.055, 1.942], [-1.373, -0.803, 3.055], [1.747, -1.616, 2.586], [3.572, 1.268, 2.426], [3.529, 1.576, 0.696], [3.705, -0.078, 1.318], [0.810, 3.814, 1.642], [0.242, 3.374, 0.041], [1.971, 3.276, 0.419], [-1.681, 2.698, 2.820], [-2.640, 1.416, 2.102], [-1.966, 2.703, 1.086], [-1.622, -0.277, 3.979], [-1.025, -1.797, 3.327], [-2.292, -0.915, 2.483], [2.409, -1.367, 3.420], [2.363, -2.067, 1.808], [1.033, -2.359, 2.931], [-1.566, -3.503, -9.373], [-1.389, -3.102, -8.298], [-1.168, -2.622, -7.001], [-0.476, -1.377, -6.818], [-0.271, -0.919, -5.558], [-0.744, -1.672, -4.438], [-1.447, -2.902, -4.625], [-1.644, -3.385, -5.876], [-0.493, -1.179, -3.066], [0.820, -1.165, -2.639], [1.968, -1.683, -3.300], [3.040, -1.450, -2.480], [2.527, -0.787, -1.348], [1.211, -0.597, -1.428], [-1.611, -0.780, -2.333], [-2.934, -0.631, -2.796], [-3.703, -0.200, -1.732], [-2.834, -0.109, -0.645], [-1.577, -0.450, -0.977], [-0.135, -0.827, -7.685], [0.239, 0.019, -5.383], [-1.802, -3.442, -3.757], [-2.152, -4.324, -6.050], [1.981, -2.184, -4.258], [4.075, -1.695, -2.655], [3.087, -0.405, -0.513], [-3.273, -0.806, -3.807], [-4.760, 0.007, -1.722], [-3.073, 0.166, 0.370]],
  "gap_ev": [6.23, 2.99],
  "total_charge": 2,
  "spin_multiplicity": 2
}

=====

{
  "formula": "C12H6AuN3O9",
  "method": "wB97M-V/def2-TZVPD",
  "species": ["Au", "O", "C", "C", "C", "N", "C", "C", "C", "O", "O", "C", "O", "O", "H", "H", "H", "O", "C", "O", "C", "C", "N", "N", "C", "C", "O", "O", "H", "H", "H"],
  "positions_angstrom": [[1.083, -0.059, -1.315], [2.208, 1.409, 4.615], [2.011, 1.290, 3.290], [1.051, 2.033, 2.604], [0.921, 1.829, 1.245], [1.676, 0.941, 0.626], [2.621, 0.249, 1.259], [2.833, 0.389, 2.608], [3.408, -0.591, 0.300], [4.401, -1.199, 0.571], [2.944, -0.530, -0.962], [-0.023, 2.595, 0.332], [-0.731, 3.463, 0.816], [0.054, 2.215, -0.884], [1.603, 2.062, 4.985], [0.424, 2.766, 3.095], [3.608, -0.167, 3.116], [-3.389, -3.542, -2.159], [-3.794, -2.313, -1.862], [-4.937, -2.045, -1.610], [-2.754, -1.244, -1.848], [-3.028, 0.105, -1.636], [-1.873, 0.770, -1.633], [-0.860, -0.068, -1.851], [-1.368, -1.295, -1.954], [-0.341, -2.359, -2.139], [-0.637, -3.506, -2.391], [0.899, -1.937, -1.996], [-2.417, -3.597, -2.300], [-3.977, 0.598, -1.505], [-1.616, 1.740, -1.415]],
  "gap_ev": 7.17
}

=====

{
  "formula": "C11H23GdN2O",
  "method": "wB97M-V/def2-TZVPD",
  "species": ["C", "C", "C", "C", "C", "C", "C", "N", "C", "C", "C", "C", "N", "O", "H", "H", "H", "H", "H", "H", "H", "H", "H", "H", "H", "H", "H", "H", "H", "H", "H", "H", "H", "H", "H", "H", "H", "Gd"],
  "positions_angstrom": [[-0.674, -2.661, -0.563], [0.132, -1.442, -0.037], [1.347, -2.031, 0.714], [0.593, -0.615, -1.268], [0.306, 0.904, -1.338], [1.508, 1.844, -1.062], [2.497, 1.472, 0.087], [3.355, 2.559, 0.378], [-0.970, 1.342, -0.584], [-1.627, 0.392, 0.438], [-2.844, -0.329, -0.174], [-2.098, 1.213, 1.638], [-0.614, -0.597, 0.931], [-1.139, -1.359, 1.925], [-1.058, -3.331, 0.206], [-1.510, -2.385, -1.196], [0.021, -3.254, -1.150], [1.696, -2.946, 0.238], [1.123, -2.273, 1.762], [2.200, -1.358, 0.726], [0.126, -1.058, -2.146], [1.658, -0.794, -1.408], [0.125, 1.096, -2.393], [1.124, 2.837, -0.837], [2.094, 1.941, -1.976], [2.004, 1.136, 0.996], [3.166, 0.682, -0.299], [4.089, 2.836, -0.282], [3.636, 2.784, 1.336], [-1.746, 1.548, -1.319], [-0.776, 2.293, -0.090], [-3.074, -1.287, 0.306], [-3.724, 0.300, -0.056], [-2.727, -0.531, -1.237], [-1.259, 1.543, 2.251], [-2.621, 2.093, 1.269], [-2.808, 0.673, 2.263], [-1.530, -3.235, 1.951]],
  "gap_ev": [8.72, 5.21],
  "total_charge": 3,
  "spin_multiplicity": 9
}